a:
{
  "formula": "C11H20N2O5",
  "method": "ωB97M-V/def2-TZVPD",
  "homo_lumo_gap_ev": 9.30,
  "mol_weight_g_mol": 260.3,
  "smiles": "CC[C@H](C)[C@H](N)C(=O)N[C@@H](CCC(=O)O)C(=O)O",
  "homo_energy_ev": -9.14,
  "symbols": ["C", "C", "C", "C", "C", "C", "C", "C", "C", "C", "C", "H", "H", "H", "H", "H", "H", "H", "H", "H", "H", "H", "H", "H", "H", "H", "H", "H", "H", "H", "H", "N", "N", "O", "O", "O", "O", "O"],
  "positions_angstrom": [[1.9035, -0.6823, -1.2552], [0.5985, -0.0036, -0.8671], [2.1910, -2.0273, -0.3994], [3.1960, -2.9032, -1.0327], [2.3407, -1.6602, 1.1041], [3.7491, -1.6621, 1.7567], [-0.6887, 2.0196, -0.5037], [-0.6276, 1.9007, 0.9817], [-2.2824, 1.6137, -1.0214], [-3.2187, 1.1068, 0.0008], [-3.4221, -0.4324, 0.3252], [3.7594, -0.2271, -1.8355], [3.3789, 0.3203, -0.3933], [1.7374, -0.9692, -2.3167], [1.1258, -2.4453, -0.4924], [4.3544, -2.7723, -0.9032], [2.9913, -3.0376, -2.1358], [2.9891, -3.9211, -0.6655], [1.7682, -2.3088, 1.7470], [1.8585, -0.7266, 1.3995], [3.9620, -2.6821, 2.0699], [3.9259, -0.9760, 2.5972], [4.4668, -1.3801, 0.9424], [1.2810, 1.8996, -1.3235], [-0.5473, 3.0817, -0.8019], [-1.9455, 0.9630, -1.8519], [-2.6676, 2.5005, -1.5524], [-3.0246, 1.5553, 1.0082], [-4.2764, 1.2736, -0.4540], [-1.6586, -0.8412, -0.0592], [-1.0026, 3.3725, 2.4251], [3.0371, 0.2637, -1.3731], [0.3996, 1.3550, -1.1063], [-0.4253, -0.6323, -0.6737], [0.1682, 1.2355, 1.6440], [-4.5963, -0.7129, 0.4801], [-2.5368, -1.3817, 0.1677], [-1.2308, 3.0377, 1.5590]],
  "nbo_charge": [-0.1262, 0.7450, -0.2385, -0.6463, -0.4390, -0.6126, -0.1635, 0.7857, -0.3832, -0.5701, 0.7759, 0.3641, 0.3545, 0.2234, 0.2484, 0.2201, 0.2202, 0.2313, 0.2193, 0.2294, 0.2087, 0.2210, 0.1872, 0.4300, 0.2525, 0.2339, 0.2218, 0.2415, 0.2737, 0.5011, 0.5121, -0.8307, -0.6204, -0.6671, -0.5697, -0.6237, -0.6687, -0.7410]
}


b:
{
  "formula": "C11H20N2O5",
  "method": "ωB97M-V/def2-TZVPD",
  "homo_lumo_gap_ev": 10.34,
  "mol_weight_g_mol": 260.3,
  "smiles": "CC(C)C[C@H](N)C(=O)N[C@@H](CCC(=O)O)C(=O)O",
  "homo_energy_ev": -9.95,
  "symbols": ["C", "C", "C", "C", "C", "C", "C", "C", "C", "C", "C", "H", "H", "H", "H", "H", "H", "H", "H", "H", "H", "H", "H", "H", "H", "H", "H", "H", "H", "H", "H", "N", "N", "O", "O", "O", "O", "O"],
  "positions_angstrom": [[-1.1025, -0.8535, -0.7295], [-0.8052, -1.0260, 0.7903], [-2.5018, -0.2377, -1.0352], [-3.0352, 0.7411, 0.0346], [-2.6144, 2.2060, -0.1416], [-4.5403, 0.7071, 0.0966], [1.6753, -0.3369, 0.4245], [2.3986, -1.6841, 0.1693], [2.5242, 0.8637, 1.0640], [4.0560, 0.8412, 1.0042], [4.4688, 0.9581, -0.4241], [-1.6773, -2.6793, -1.1537], [-0.6779, -2.2846, -2.2813], [-0.4428, -0.1034, -1.1524], [-2.5082, 0.2884, -2.0402], [-3.1877, -1.1492, -1.1731], [-2.6461, 0.4838, 0.9433], [-3.1985, 2.7469, 0.6411], [-1.5679, 2.3177, -0.0766], [-2.8623, 2.6455, -1.1848], [-5.0632, -0.2535, 0.2775], [-4.9586, 1.1742, -0.8195], [-5.0425, 1.3356, 0.8813], [0.7725, -1.0474, 2.1706], [1.3141, 0.0176, -0.4900], [2.1528, 1.8255, 0.5635], [2.1395, 0.8719, 2.1059], [4.3369, 1.8857, 1.3812], [4.5158, 0.0615, 1.6663], [4.6312, -0.9341, -0.5491], [0.7498, -2.4768, -0.4596], [-0.7682, -2.2160, -1.2290], [0.4698, -0.5758, 1.2723], [-1.5755, -1.6734, 1.4573], [3.5884, -1.7115, 0.4649], [4.5204, 2.0754, -0.9588], [4.7484, -0.1445, -1.1294], [1.7136, -2.6592, -0.3808]],
  "nbo_charge": [-0.1506, 0.6894, -0.3939, -0.2453, -0.5952, -0.6095, -0.1645, 0.8128, -0.3815, -0.5388, 0.7741, 0.3844, 0.3856, 0.1999, 0.2173, 0.2053, 0.2085, 0.2205, 0.2044, 0.1988, 0.2191, 0.2032, 0.2154, 0.4018, 0.2180, 0.2335, 0.2195, 0.2503, 0.2493, 0.5114, 0.5203, -0.8417, -0.6423, -0.5853, -0.6498, -0.6057, -0.6767, -0.6624]
}


Which of them is the most stable, and which is the least stable? b and a, in that order.


a:
{
  "formula": "C5H9N4O",
  "method": "ωB97M-V/def2-TZVPD",
  "homo_lumo_gap_ev": [8.16, 8.16],
  "mol_weight_g_mol": 141.2,
  "smiles": "[H]/N=N/N=C(\\[NH+]=C1CC1)OC",
  "homo_energy_ev": [-13.16, -13.16],
  "total_charge": 1,
  "symbols": ["C", "C", "C", "C", "C", "N", "N", "N", "N", "O", "H", "H", "H", "H", "H", "H", "H", "H", "H"],
  "positions_angstrom": [[1.1300, -0.1879, -0.1232], [-2.1084, 0.2277, 0.6900], [-2.5331, 0.6244, -0.6601], [-1.2135, 0.0678, -0.4499], [3.4433, 0.3447, -0.1996], [1.2997, -1.3541, 0.4072], [0.4889, -2.3008, 0.0583], [-0.7272, -2.2532, -0.0389], [0.0065, 0.2610, -0.8536], [2.0784, 0.6543, -0.3072], [-1.7804, 1.0114, 1.3493], [-2.3672, -0.6424, 1.0860], [-3.3247, 0.0576, -1.0584], [-2.5777, 1.7805, -0.6706], [3.9514, -0.2218, -0.9856], [3.7056, -0.4703, 0.5526], [3.9382, 1.3254, -0.0163], [-1.0525, -3.2213, -0.4173], [0.2546, 0.6642, -1.6880]],
  "nbo_charge": [0.6857, -0.4117, -0.4609, 0.4811, -0.3041, -0.3116, 0.0721, -0.3654, -0.5024, -0.4511, 0.2497, 0.2563, 0.2797, 0.2801, 0.2197, 0.2274, 0.2313, 0.3876, 0.4364]
}


b:
{
  "formula": "C5H9N4O",
  "method": "ωB97M-V/def2-TZVPD",
  "homo_lumo_gap_ev": 8.79,
  "mol_weight_g_mol": 141.2,
  "homo_energy_ev": -13.83,
  "total_charge": 1,
  "symbols": ["C", "C", "C", "C", "C", "N", "N", "N", "N", "O", "H", "H", "H", "H", "H", "H", "H", "H", "H"],
  "positions_angstrom": [[1.1712, -0.2811, 1.2688], [2.7067, 0.5435, -0.2838], [-2.1895, 1.0815, 0.1937], [0.7174, -0.3022, -1.2159], [0.1563, -0.6360, 0.2316], [2.2717, 0.3253, 1.0667], [2.0511, 0.2112, -1.3069], [-1.0789, 0.9459, 0.6452], [-0.6955, -1.6693, 0.4152], [-2.7643, 0.2693, -0.6702], [0.9624, -0.5027, 2.2175], [3.6685, 1.0015, -0.3241], [-2.7923, 2.0036, 0.4056], [0.6766, -1.0827, -1.9901], [0.1317, 0.5859, -1.6306], [-0.4992, 1.6124, 1.2118], [-2.1810, -0.2791, -1.2120], [-0.9635, -1.9218, 1.4120], [-1.3496, -1.9052, -0.4345]],
  "nbo_charge": [0.0524, 0.2268, 0.4963, -0.3437, 0.3701, -0.3324, -0.3446, -0.6572, -0.7517, -0.6326, 0.1936, 0.2144, 0.1995, 0.2669, 0.2595, 0.4342, 0.4924, 0.4378, 0.4183]
}


Which of them is the most stable, and which is the least stable? b and a, in that order.


a:
{
  "formula": "C9H7NO2",
  "method": "ωB97M-V/def2-TZVPD",
  "homo_lumo_gap_ev": 9.05,
  "mol_weight_g_mol": 161.2,
  "smiles": "Cc1nc2ccccc2oc1=O",
  "homo_energy_ev": -9.24,
  "symbols": ["C", "C", "C", "C", "C", "C", "C", "C", "C", "H", "H", "H", "H", "H", "H", "H", "N", "O", "O"],
  "positions_angstrom": [[2.8687, 1.3599, -1.1780], [1.4885, 0.8104, -0.8050], [0.0168, -0.3219, 0.5084], [-0.2038, -1.0135, 1.7568], [-1.4778, -1.3877, 2.2008], [-2.5956, -1.1546, 1.3185], [-2.4091, -0.5622, 0.1150], [-1.0225, -0.2705, -0.3367], [0.4587, 0.8015, -1.8827], [2.8447, 2.4932, -1.3394], [3.5943, 1.1514, -0.4258], [3.1086, 0.8447, -2.1294], [0.6822, -0.8825, 2.4376], [-1.6729, -1.8002, 3.1977], [-3.5940, -1.4673, 1.6098], [-3.2160, -0.3450, -0.6956], [1.2393, 0.1857, 0.2351], [-0.8155, 0.2965, -1.6079], [0.7055, 1.2623, -2.9792]],
  "nbo_charge": [-0.6463, 0.2047, 0.0090, -0.1651, -0.2275, -0.2037, -0.2385, 0.3036, 0.6991, 0.2387, 0.2316, 0.2435, 0.2320, 0.2274, 0.2249, 0.2417, -0.3753, -0.4577, -0.5420]
}


b:
{
  "formula": "C9H7NO2",
  "method": "ωB97M-V/def2-TZVPD",
  "homo_lumo_gap_ev": 8.28,
  "mol_weight_g_mol": 161.2,
  "smiles": "O/N=c1\\ccc2ccccc2o1",
  "homo_energy_ev": -8.06,
  "symbols": ["C", "C", "C", "C", "C", "C", "C", "C", "C", "H", "H", "H", "H", "H", "H", "H", "N", "O", "O"],
  "positions_angstrom": [[1.7122, -0.2187, -0.1735], [-0.6531, -0.5629, 0.1874], [-1.6334, -1.5647, 0.3001], [-2.9567, -1.0210, 0.2265], [-3.2851, 0.2186, -0.2941], [-2.2457, 1.3091, -0.2492], [-0.9474, 0.8869, -0.0140], [0.3610, 1.8188, 0.3381], [1.5563, 1.2757, 0.2046], [4.6371, -0.5264, 0.0385], [-1.3395, -2.5745, 0.4928], [-3.7685, -1.7094, -0.2789], [-4.2383, 0.5263, -0.7614], [-2.3070, 2.2427, -0.5084], [0.0820, 2.7416, 0.5553], [2.4504, 1.8978, 0.5840], [2.6468, -1.1006, -0.0733], [3.6772, -0.0768, -0.2355], [0.6363, -0.8913, -0.1100]],
  "nbo_charge": [0.4833, 0.3145, -0.2575, -0.2255, -0.2096, -0.1933, -0.0837, -0.1396, -0.2583, 0.4732, 0.2413, 0.2222, 0.2222, 0.1977, 0.2053, 0.2522, -0.1449, -0.6457, -0.4539]
}


Which of them is the most stable, and which is the least stable? a and b, in that order.


a:
{
  "formula": "C7H7NO2",
  "method": "ωB97M-V/def2-TZVPD",
  "homo_lumo_gap_ev": 8.46,
  "mol_weight_g_mol": 137.1,
  "smiles": "C=C=C/C=C\\C=C/[N+](=O)[O-]",
  "homo_energy_ev": -9.13,
  "symbols": ["C", "C", "C", "C", "C", "C", "C", "N", "O", "O", "H", "H", "H", "H", "H", "H", "H"],
  "positions_angstrom": [[-1.6237, -0.4901, 0.6821], [-0.5043, -1.3466, 0.6877], [-1.6140, 0.8889, 0.6420], [-0.3620, 1.5970, 0.5463], [0.6830, -1.0876, 0.2170], [1.7905, -1.5350, -0.3133], [0.6144, 1.1049, -0.2270], [0.3339, 0.6848, -1.5895], [1.3383, 0.5924, -2.3057], [-0.7839, 0.5268, -2.0423], [-2.6482, -0.9560, 1.0398], [-0.4666, -2.1190, 1.4719], [-2.4578, 1.4946, 0.9151], [-0.3331, 2.2633, 1.3836], [2.6072, -0.7361, -0.2680], [1.8473, -2.3807, -0.9703], [1.5791, 1.4986, 0.1308]],
  "nbo_charge": [-0.1515, -0.3205, -0.2034, -0.1908, 0.0764, -0.4343, -0.1556, 0.5022, -0.3909, -0.3578, 0.2251, 0.2393, 0.2190, 0.2300, 0.2236, 0.2342, 0.2550]
}


b:
{
  "formula": "C7H7NO2",
  "method": "ωB97M-V/def2-TZVPD",
  "homo_lumo_gap_ev": 9.88,
  "mol_weight_g_mol": 137.1,
  "homo_energy_ev": -9.97,
  "symbols": ["C", "C", "C", "C", "C", "C", "C", "H", "H", "H", "H", "H", "H", "H", "N", "O", "O"],
  "positions_angstrom": [[-0.1347, 2.0429, -0.0875], [0.4455, 0.6438, -0.0314], [1.7832, 0.4493, -0.0244], [2.3109, -0.8035, -0.0372], [0.1642, -1.7605, 0.0047], [-0.4711, -0.5984, -0.0215], [-1.8701, -0.3984, -0.0939], [-0.7565, 2.2928, -0.6997], [-0.8622, 2.1189, 0.9188], [0.8025, 3.0391, 0.0272], [2.3017, 1.3404, 0.0046], [3.4756, -1.0790, 0.1012], [-0.3112, -2.4652, 0.0908], [-3.4896, -1.6049, 0.0190], [1.5706, -1.9710, -0.1055], [-2.4065, -1.7685, -0.0206], [-2.5524, 0.5223, -0.0445]],
  "nbo_charge": [-0.5522, 0.1212, -0.3313, 0.0899, 0.1508, -0.2519, 0.7930, 0.1824, 0.2382, 0.1883, 0.2254, 0.2127, 0.1530, 0.4899, -0.4204, -0.7534, -0.5355]
}


Which of them is the most stable, and which is the least stable? b and a, in that order.


a:
{
  "formula": "C8H10FN2O",
  "method": "ωB97M-V/def2-TZVPD",
  "homo_lumo_gap_ev": 9.17,
  "mol_weight_g_mol": 169.2,
  "homo_energy_ev": -12.46,
  "total_charge": 1,
  "symbols": ["C", "C", "C", "C", "C", "C", "C", "C", "N", "N", "O", "F", "H", "H", "H", "H", "H", "H", "H", "H", "H", "H"],
  "positions_angstrom": [[-2.7047, 1.1496, 0.0515], [-3.2752, -0.1111, 0.4036], [-1.4548, 1.2199, -0.5163], [-2.4259, -1.2110, 0.2519], [-0.6548, 0.1203, -0.6326], [-1.1763, -1.1185, -0.2684], [2.9695, 1.1910, 0.6254], [2.5083, -0.1657, 0.2920], [0.7515, 0.1236, -1.1310], [2.1666, -1.2759, 0.7812], [3.5187, 0.2172, -0.3058], [-0.2353, -2.1054, -0.3273], [-3.3244, 1.9969, 0.1544], [-4.2016, -0.1918, 0.8850], [-1.1300, 2.1380, -1.0266], [-2.7920, -2.2333, 0.4477], [2.3495, 2.0936, 0.3150], [3.4790, 1.2300, 1.4958], [0.8177, 0.9999, -1.6007], [2.3148, -2.1780, 0.3118], [0.9011, -0.6336, -1.8561], [1.5983, -1.2558, 1.6495]],
  "nbo_charge": [-0.1788, -0.1707, -0.2470, -0.2655, 0.0694, 0.3533, -0.1053, 0.7047, -0.8047, -0.7274, -0.3630, -0.3420, 0.2315, 0.2372, 0.2253, 0.2452, 0.2398, 0.2132, 0.3855, 0.4468, 0.4064, 0.4461]
}


b:
{
  "formula": "C8H10FN2O",
  "method": "ωB97M-V/def2-TZVPD",
  "homo_lumo_gap_ev": [5.99, 6.97],
  "mol_weight_g_mol": 169.2,
  "homo_energy_ev": [-11.24, -11.55],
  "total_charge": 1,
  "symbols": ["C", "C", "C", "C", "C", "C", "C", "C", "N", "N", "O", "F", "H", "H", "H", "H", "H", "H", "H", "H", "H", "H"],
  "positions_angstrom": [[1.6839, -2.9438, 0.5605], [0.7463, -2.7675, 1.5403], [1.8196, -2.0087, -0.5082], [-0.1490, -1.7647, 1.5078], [0.9448, -0.9034, -0.4938], [-0.8749, 0.1418, 0.4077], [-2.7346, 1.5511, -1.0778], [0.9560, 3.0851, -0.3487], [-0.5983, 1.2928, 0.0250], [-0.0061, -0.8300, 0.5453], [-1.5147, 2.0718, -0.5769], [1.1913, 3.6565, 0.7158], [2.4691, -3.6904, 0.7712], [0.5983, -3.4832, 2.3893], [2.6788, -2.1044, -1.1651], [-0.9168, -1.5132, 2.2548], [0.8946, -0.1096, -1.2143], [-2.5110, 0.9532, -2.0472], [-3.3574, 2.3963, -1.1798], [-3.2979, 0.9154, -0.3446], [1.8562, 2.6873, -0.8972], [0.1219, 3.3677, -0.8641]],
  "nbo_charge": [-0.1321, -0.2254, -0.2012, 0.0786, 0.0401, 0.1634, -0.2895, 0.3757, -0.1385, -0.3134, -0.3780, -0.2247, 0.2534, 0.2607, 0.2604, 0.2564, 0.2414, 0.1935, 0.2193, 0.2111, 0.1710, 0.1780]
}


Which of them is the most stable, and which is the least stable? a and b, in that order.


a:
{
  "formula": "C8H13FO",
  "method": "ωB97M-V/def2-TZVPD",
  "homo_lumo_gap_ev": 9.23,
  "mol_weight_g_mol": 144.2,
  "smiles": "CC(O)=C1CC1.C=C(C)F",
  "homo_energy_ev": -8.31,
  "symbols": ["C", "C", "C", "C", "C", "C", "C", "C", "O", "F", "H", "H", "H", "H", "H", "H", "H", "H", "H", "H", "H", "H", "H"],
  "positions_angstrom": [[-1.3621, -0.5228, -0.0926], [-0.7836, 1.9535, 0.7247], [-0.6519, 1.9589, -0.7567], [-0.9828, 0.7269, -0.0741], [-1.8734, -1.2827, -1.1804], [1.9294, -1.3535, -0.5065], [1.5698, -0.1199, 1.7026], [1.8818, -0.1794, 0.3810], [-1.5375, -1.1577, 1.1530], [2.2996, 0.9406, -0.2635], [0.0254, 2.3296, 1.2939], [-1.6347, 2.3731, 1.0395], [-1.3324, 2.6671, -1.4340], [0.4186, 1.9091, -1.1719], [-2.8352, -1.7884, -1.1219], [-1.1668, -2.1718, -1.1726], [-1.7983, -0.8005, -2.1144], [1.4706, -2.1112, 0.0261], [2.8587, -1.6117, -0.8773], [1.5201, -1.0317, -1.5108], [-1.0103, -0.6200, 1.7624], [1.4081, -1.0634, 2.1477], [1.5871, 0.9561, 2.0460]],
  "nbo_charge": [0.3163, -0.4351, -0.4195, -0.1235, -0.6584, -0.6974, -0.5716, 0.4632, -0.6971, -0.3563, 0.2087, 0.2078, 0.2094, 0.2270, 0.2389, 0.2160, 0.2285, 0.2292, 0.2327, 0.2345, 0.4833, 0.2275, 0.2359]
}


b:
{
  "formula": "C8H13FO",
  "method": "ωB97M-V/def2-TZVPD",
  "homo_lumo_gap_ev": 10.57,
  "mol_weight_g_mol": 144.2,
  "smiles": "CC(=O)C1(C(C)(C)F)CC1",
  "homo_energy_ev": -9.68,
  "symbols": ["C", "C", "C", "C", "C", "C", "C", "C", "O", "F", "H", "H", "H", "H", "H", "H", "H", "H", "H", "H", "H", "H", "H"],
  "positions_angstrom": [[-1.1338, 0.4098, 0.7654], [-0.5426, 0.0238, -1.6224], [-0.6845, -1.3976, -1.1031], [-0.1763, -0.2222, -0.2170], [-2.2799, 1.2557, 0.1691], [1.7853, -1.1684, 1.1918], [1.8614, 1.2384, 0.4016], [1.4793, -0.1791, 0.0638], [-0.9389, 0.3742, 1.9650], [2.0750, -0.5258, -1.1403], [0.1741, 0.0870, -2.4617], [-1.3127, 0.5636, -2.0033], [-1.7612, -1.7209, -0.9909], [-0.0197, -2.1728, -1.3788], [-2.9367, 0.5873, -0.4364], [-1.8899, 2.0221, -0.3801], [-2.7800, 1.5422, 1.0936], [1.3812, -0.8963, 2.1285], [2.8123, -1.3079, 1.3866], [1.2424, -2.1124, 0.8927], [2.7933, 1.6286, 0.1155], [1.0766, 1.8776, -0.1548], [1.8433, 1.4329, 1.4759]],
  "nbo_charge": [0.6154, -0.4411, -0.3959, -0.1879, -0.7122, -0.6526, -0.6578, 0.4199, -0.5459, -0.3688, 0.2363, 0.2164, 0.2128, 0.2318, 0.2255, 0.2258, 0.2395, 0.2408, 0.2167, 0.2138, 0.2316, 0.2058, 0.2302]
}


Which of them is the most stable, and which is the least stable? b and a, in that order.